C30H56F6NaO30P as an isolated structure at a distorted geometry. Source: OMol25; level of theory: ωB97M-V with the def2-TZVPD basis set.

```
124
Properties=species:S:1:pos:R:3:forces:R:3:lowdin_charge:R:1
Na -4.13150 -3.34958 -1.84117 0.44 0.10 0.17 0.94
P -0.23241 -0.46804 -0.12403 2.47 0.66 0.10 0.16
F -1.45082 -0.98451 0.76142 -0.38 -1.16 0.41 -0.17
F 0.02349 -1.93511 -0.80864 1.00 -1.07 1.54 -0.21
F -1.14249 -0.34689 -1.41411 -1.84 1.67 -1.25 -0.18
F 1.05781 0.14607 -0.91824 -0.69 -0.03 -0.13 -0.19
F -0.67428 1.03056 0.36068 0.85 -0.39 -0.06 -0.18
F 0.86588 -0.74739 1.11310 -1.76 0.05 -0.74 -0.20
C -3.72093 3.98279 -5.29473 0.19 0.33 2.81 -0.16
C -4.18611 3.26157 -6.45438 -2.09 -1.53 -1.50 -0.20
O -3.46912 3.75860 -7.50448 1.88 2.00 -2.43 0.06
C -2.82879 4.91892 -7.14490 3.60 0.87 -1.22 -0.45
O -2.10204 5.62900 -7.86717 -3.39 -2.56 2.51 0.11
O -2.86769 5.00388 -5.77179 -0.47 0.66 -1.31 0.08
H -3.17087 3.38617 -4.56699 -0.02 0.12 0.05 0.14
H -4.65451 4.35887 -4.87628 0.61 0.63 0.85 0.13
H -5.21622 3.56819 -6.63593 -0.37 -0.54 -0.07 0.13
H -4.11820 2.17392 -6.47715 0.08 0.05 0.32 0.14
C 6.09193 -4.79882 3.55459 -0.94 0.51 1.14 -0.10
C 5.18732 -5.70716 4.36669 1.28 -1.15 0.58 -0.10
O 6.06778 -6.86963 4.46432 -0.37 -1.08 -0.81 0.03
C 6.96832 -6.87138 3.42373 2.43 -4.50 1.11 -0.54
O 7.75623 -7.81139 3.12774 -3.43 3.55 1.21 0.09
O 6.97559 -5.70085 2.88993 -0.03 2.41 -1.91 0.09
H 6.64692 -4.17155 4.25218 0.30 0.14 -0.42 0.14
H 5.44567 -4.20193 2.91101 0.77 0.00 -0.54 0.14
H 4.22984 -5.90148 3.88340 0.15 -0.48 -0.07 0.12
H 5.03464 -5.47563 5.42081 -0.16 0.63 -0.30 0.13
C 4.94087 -7.56833 -5.92667 0.21 0.51 0.29 -0.02
O 5.07166 -6.20704 -5.48632 -0.48 1.03 -0.13 -0.01
C 5.49735 -5.88970 -4.27134 1.71 -3.02 2.40 -0.57
O 5.95074 -6.71597 -3.44703 -1.32 2.06 -1.99 0.07
O 5.41210 -4.58590 -4.07892 -0.33 0.33 -2.09 0.02
C 5.73011 -3.98792 -2.87200 0.18 -0.23 2.65 -0.06
H 4.40412 -7.47243 -6.87049 0.16 -0.14 0.07 0.09
H 4.34560 -8.15226 -5.22469 0.25 -0.01 0.06 0.10
H 5.94223 -7.97195 -6.07653 -0.20 -0.26 0.07 0.10
H 6.40772 -3.13415 -2.86826 -0.03 -0.02 -1.13 0.10
H 6.20264 -4.69513 -2.19034 -0.09 -0.26 -0.09 0.09
H 4.81228 -3.65311 -2.38870 -0.11 0.02 -0.11 0.10
C -7.74427 -1.98006 3.17751 0.05 -0.36 -0.78 0.00
O -9.02330 -2.37271 2.55544 1.00 0.76 0.68 0.02
C -8.91286 -2.85957 1.32907 1.94 -1.44 0.02 -0.65
O -7.87297 -3.12931 0.74641 -0.28 0.71 0.28 0.07
O -10.09224 -3.19236 0.90109 -2.50 -0.57 -1.83 0.03
C -10.17341 -3.96794 -0.34254 0.76 0.33 -0.70 -0.01
H -7.15221 -2.84412 3.47916 -0.47 -0.30 0.11 0.09
H -7.93331 -1.34948 4.04626 -0.33 -0.06 -0.39 0.10
H -7.11914 -1.50835 2.41935 -0.25 0.42 0.17 0.09
H -9.65545 -3.51520 -1.18802 1.21 0.23 0.63 0.08
H -11.11062 -3.98114 -0.89893 -1.02 0.06 1.66 0.09
H -9.81485 -4.98354 -0.17494 -0.02 0.20 0.07 0.10
C 10.21349 1.90215 4.09488 0.38 -0.17 0.44 -0.08
O 9.15734 2.65364 3.52863 -3.29 -0.15 -1.24 -0.05
C 7.94949 2.10972 2.97632 1.51 -3.19 -0.75 -0.48
O 7.49383 0.96419 3.10591 1.42 2.75 0.94 0.08
O 7.50989 2.90912 2.01043 0.27 1.29 1.24 -0.01
C 6.35903 2.49759 1.26051 0.28 -0.42 -0.58 -0.03
H 10.64678 1.17214 3.41118 -0.15 0.11 -0.18 0.09
H 10.03376 1.40547 5.04835 -0.77 -0.10 -0.10 0.09
H 10.93971 2.67469 4.34764 0.17 -0.10 -0.31 0.09
H 6.56656 1.48986 0.90062 -0.30 0.03 -0.06 0.10
H 6.30358 3.19480 0.42449 0.12 -0.07 0.11 0.10
H 5.39971 2.52004 1.77753 0.35 0.01 0.48 0.10
C -2.26847 11.00855 1.24550 -1.55 0.25 0.90 -0.05
O -1.44521 9.91610 1.60180 1.31 0.95 -0.36 0.00
C -1.83491 9.03093 2.50945 -2.26 -0.49 -0.05 -0.62
O -2.85531 9.03005 3.17755 1.15 0.54 -0.54 0.11
O -0.98558 8.03562 2.40487 1.27 -1.53 0.43 0.01
C -1.24833 6.78764 3.07120 -0.27 -0.11 1.22 -0.03
H -1.91005 11.64904 0.43964 0.53 -1.03 -0.36 0.09
H -2.41107 11.74193 2.03918 0.08 -0.35 0.57 0.09
H -3.24207 10.55950 1.04912 -0.18 0.51 -0.40 0.10
H -2.00895 6.19181 2.56667 0.15 0.22 -0.24 0.10
H -1.55129 6.89172 4.11306 -0.57 0.71 -0.10 0.09
H -0.34424 6.20481 3.24739 0.34 0.33 -1.08 0.09
C 1.70224 7.36889 -2.09077 0.33 0.28 -0.06 -0.03
O 0.68063 8.31727 -2.52276 0.92 -0.86 -0.07 -0.01
C 0.75211 9.01684 -3.70194 0.68 -1.90 2.27 -0.65
O 1.57388 8.96042 -4.54791 1.39 -0.22 -1.03 0.16
O -0.28959 9.76231 -3.66931 -2.42 1.24 0.03 0.02
C -0.41342 10.79650 -4.61504 0.56 1.16 -0.37 -0.04
H 2.36349 6.96836 -2.85916 -0.43 0.30 -0.49 0.09
H 1.25792 6.52263 -1.56683 -0.59 0.21 -0.34 0.09
H 2.36572 7.81517 -1.35001 -0.17 0.52 -0.07 0.08
H 0.32596 11.56246 -4.38114 0.03 0.17 0.15 0.10
H -1.39954 11.24432 -4.49209 0.05 -0.34 -0.13 0.10
H -0.18552 10.53305 -5.64787 -0.37 -0.55 0.10 0.10
C -1.00343 -7.27071 -6.08854 -0.75 -1.44 0.97 -0.05
O -0.21709 -6.15038 -6.40431 0.83 -2.53 -1.25 0.03
C -0.42679 -4.95260 -5.97000 -0.16 0.89 0.05 -0.66
O -1.36727 -4.60462 -5.31808 -0.64 0.67 0.76 0.12
O 0.57989 -4.22639 -6.43954 0.23 1.08 0.30 0.02
C 0.73075 -2.85253 -6.03396 -0.28 0.87 -0.49 -0.03
H -0.56491 -8.19875 -6.45535 0.60 0.54 -0.68 0.09
H -2.03211 -7.31051 -6.44679 0.02 0.85 -0.24 0.10
H -1.04649 -7.52009 -5.02832 0.01 0.81 0.36 0.09
H 0.83845 -2.68699 -4.96200 0.36 -0.51 -0.06 0.10
H -0.06086 -2.16755 -6.33771 -0.80 -0.66 -0.09 0.09
H 1.54230 -2.44206 -6.63482 0.48 -0.53 0.49 0.10
C -4.60090 3.68621 10.42071 0.30 0.38 -0.38 -0.02
O -3.89316 2.62461 9.73426 0.00 0.31 0.13 0.00
C -3.57236 2.69640 8.45013 -0.63 1.70 -2.84 -0.57
O -3.70976 3.65068 7.66475 0.30 -1.88 2.22 0.08
O -3.14545 1.49089 8.05900 1.45 -0.59 2.62 -0.01
C -2.82944 1.23809 6.71879 -1.65 1.09 -1.84 -0.06
H -4.05917 3.84229 11.35359 -0.46 -0.42 0.16 0.09
H -5.64866 3.39751 10.50404 0.22 -0.22 0.43 0.10
H -4.60988 4.67085 9.95326 0.39 -0.30 -0.73 0.09
H -2.50233 0.23881 6.43150 -0.23 -0.24 1.20 0.10
H -2.12593 1.89889 6.21230 0.00 0.48 0.62 0.10
H -3.83436 1.43670 6.34625 0.31 -0.31 -1.61 0.10
C -3.11132 -6.72801 2.46966 -3.41 0.05 0.17 -0.09
O -1.82453 -6.89719 2.20690 3.86 -0.64 0.29 0.02
C -1.31223 -6.95733 1.00667 -0.33 1.11 -2.24 -0.57
O -1.88973 -6.69597 -0.06202 1.16 -0.67 2.16 0.08
O -0.03061 -7.26501 1.19346 -0.07 -0.36 -0.47 0.02
C 0.88792 -6.98269 0.15378 0.57 1.62 -1.07 -0.04
H -3.68110 -6.96650 1.57156 -0.50 0.11 0.14 0.10
H -3.30794 -5.70755 2.79847 -0.15 0.05 0.00 0.11
H -3.34288 -7.42961 3.27105 -0.42 0.15 0.02 0.11
H 0.57274 -7.17612 -0.87157 -0.27 -1.13 0.29 0.09
H 1.88577 -7.34665 0.39857 -0.49 -0.55 0.07 0.10
H 1.01306 -5.90498 0.04904 -0.03 0.37 0.59 0.10
```
Forces are in eV/Å.

For the HOMO energy, the calculation gives -10.43 eV. Its lowest unoccupied orbital energy is -2.7 eV. The total charge is 0. As for the orbital gap: 7.74 eV.